The following is a quantum chemistry calculation of C37H49AsBFN3Sc as an isolated structure, from the Open Molecules 2025 dataset.

Results
- F_max: 1.0 eV/A
- Relative energy (zero: lowest compared OMol25 entry of this formula, charge and spin): 2.4 kcal per mole
- HOMO: -7.8 eV
- Gap between HOMO and LUMO: 7.962 eV

ORCA input file:
```
! RIJCOSX wB97M-V def2-TZVPD def2/J DEFGRID3
* xyz 0 1
Sc -0.014 0.240 0.724
C 4.095 -0.380 -3.153
C 2.911 0.434 -2.629
C 2.227 1.134 -3.806
C 3.337 1.418 -1.552
C 4.137 2.498 -1.915
C 4.554 3.427 -0.980
C 4.158 3.282 0.338
C 3.360 2.220 0.750
C 2.964 2.168 2.216
C 3.237 0.839 2.918
C 1.540 2.675 2.435
C 2.947 1.273 -0.204
N 2.122 0.173 0.178
C 2.823 -1.011 0.302
C 4.213 -1.194 0.237
C 4.777 -2.454 0.379
C 4.000 -3.583 0.602
C 2.619 -3.438 0.701
C 2.113 -2.178 0.552
F 0.733 -1.971 0.670
H 3.757 -1.107 -3.892
H 4.606 -0.918 -2.359
H 4.818 0.276 -3.641
H 2.192 -0.256 -2.177
H 2.919 1.794 -4.330
H 1.370 1.741 -3.507
H 1.876 0.394 -4.527
H 4.441 2.607 -2.949
H 5.179 4.259 -1.276
H 4.475 4.007 1.077
H 3.612 2.905 2.705
H 2.480 0.082 2.716
H 3.255 0.997 3.997
H 4.203 0.429 2.621
H 0.803 2.172 1.790
H 1.446 3.731 2.176
H 1.208 2.523 3.461
H 4.850 -0.334 0.080
H 5.853 -2.548 0.322
H 4.453 -4.555 0.716
H 1.957 -4.268 0.900
N 0.139 1.804 -0.994
C -0.049 3.190 -0.636
C 0.980 4.087 -0.886
C 0.852 5.409 -0.490
C -0.306 5.826 0.150
C -1.329 4.921 0.384
C -1.227 3.588 -0.008
C -2.311 2.616 0.291
C -3.635 3.044 0.171
C -4.679 2.239 0.595
C -4.396 1.010 1.171
C -3.076 0.578 1.241
C -1.995 1.329 0.765
H 1.039 1.711 -1.458
H -0.594 1.499 -1.636
H 1.880 3.745 -1.381
H 1.660 6.103 -0.675
H -0.412 6.852 0.475
H -2.222 5.239 0.906
H -3.846 4.022 -0.246
H -5.701 2.581 0.497
H -5.194 0.392 1.562
H -2.890 -0.387 1.720
B -0.018 -0.675 5.449
C -0.068 -0.417 3.902
N -0.096 -0.217 2.756
H -0.977 -0.115 5.923
H 1.031 -0.199 5.823
H -0.054 -1.877 5.591
C -3.903 -1.060 -2.140
C -3.713 -1.907 -0.893
As -1.835 -2.013 -0.386
C -1.874 -3.174 1.209
C -3.146 -3.982 1.430
C -1.106 -3.222 -1.746
C -1.649 -4.642 -1.752
H -4.960 -0.967 -2.392
H -3.400 -1.492 -3.007
H -3.511 -0.052 -1.989
H -4.091 -2.924 -1.019
H -4.244 -1.463 -0.052
H -1.682 -2.529 2.070
H -0.999 -3.822 1.122
H -4.009 -3.335 1.589
H -3.043 -4.606 2.319
H -3.374 -4.637 0.590
H -0.024 -3.216 -1.597
H -1.284 -2.736 -2.709
H -1.453 -5.154 -0.810
H -1.182 -5.232 -2.543
H -2.726 -4.667 -1.923
*
```

=====

The following is a quantum chemistry calculation of one molecule with the formula C17H17NO3S in a non-equilibrium geometry, from the Open Molecules 2025 dataset.

Results
- F_max: 6.5 eV/A
- SMILES string: CN(C)C(=O)[C@@H]1c2ccccc2-c2ccccc2CS1(=O)=O
- Relative energy (zero: lowest compared OMol25 entry of this formula, charge and spin): 115.4 kcal per mole
- HOMO: -9.1 eV
- Gap between HOMO and LUMO: 9.320 eV

ORCA input file:
```
! RIJCOSX wB97M-V def2-TZVPD def2/J DEFGRID3
* xyz 0 1
C 2.830 -1.778 3.341
N 2.104 -0.967 2.277
C 1.495 0.293 2.685
C 1.751 -1.693 1.147
O 1.899 -2.849 1.107
C 1.261 -1.039 -0.147
C 1.624 0.516 -0.259
C 2.997 0.769 -0.520
C 3.602 2.102 -0.644
C 2.684 3.170 -0.649
C 1.277 2.876 -0.492
C 0.714 1.555 -0.175
C -0.729 1.559 0.135
C -1.151 2.481 1.093
C -2.514 2.760 1.228
C -3.404 2.156 0.380
C -3.013 1.233 -0.545
C -1.659 0.851 -0.683
C -1.180 -0.343 -1.519
S -0.445 -1.616 -0.574
O -1.344 -1.778 0.669
O -0.628 -2.743 -1.578
H 3.730 -2.048 2.804
H 2.928 -1.115 4.210
H 2.147 -2.469 3.608
H 1.982 1.170 2.335
H 1.348 0.337 3.805
H 0.507 0.245 2.211
H 1.803 -1.563 -0.903
H 3.687 0.020 -0.368
H 4.701 2.260 -0.900
H 3.091 4.130 -0.961
H 0.641 3.727 -0.650
H -0.431 2.958 1.781
H -2.724 3.440 2.076
H -4.427 2.229 0.590
H -3.914 0.657 -0.832
H -2.042 -0.781 -2.045
H -0.561 -0.074 -2.402
*
```

=====

The following is a quantum chemistry calculation of one molecule with the formula C7H6O in a non-equilibrium geometry, from the Open Molecules 2025 dataset.

Results
- F_max: 4.4 eV/A
- SMILES string: C#C[C@@H]1C=C[C@@H]2O[C@H]12
- Relative energy (zero: lowest compared OMol25 entry of this formula, charge and spin): 78.2 kcal per mole
- HOMO: -9.5 eV
- Gap between HOMO and LUMO: 10.504 eV

ORCA input file:
```
! RIJCOSX wB97M-V def2-TZVPD def2/J DEFGRID3
* xyz 0 1
C -2.947 -0.380 -0.539
C -1.886 -0.233 0.030
C -0.571 0.213 0.652
C 0.208 1.180 -0.201
C 1.443 0.814 -0.580
C 1.646 -0.556 -0.080
O 0.763 -1.501 -0.778
C 0.502 -0.973 0.655
H -3.819 -0.476 -1.080
H -0.604 0.762 1.535
H -0.121 2.263 -0.181
H 2.200 1.449 -0.926
H 2.592 -0.916 0.047
H 0.593 -1.646 1.446
*
```

=====

> Among the records above, which one has the lowest F_max?

C37H49AsBFN3Sc

=====

> Which value of F_max does entry 1 give?

1.0 eV/A

=====

> Among the records above, which one has the highest F_max?

C17H17NO3S